Entry 1:
Density functional theory data (the ωB97M-V functional and the def2-TZVPD basis) for C4H6O7RbS as an isolated structure.

Highest occupied orbital energy   -1.88 eV
ΔE to the lowest compared entry with this formula, charge and spin   463.0 kJ/mol
Total charge   -1
Orbital gap   2.08 eV
E_tot   -1104.92596 hartree

```
19
Properties=species:S:1:pos:R:3:nbo_charge:R:1
Rb -1.744 -3.356 1.690 0.866
S -4.344 -0.662 5.316 2.628
O -3.677 -0.387 6.558 -1.104
O -4.442 -2.064 5.057 -1.142
O -5.684 -0.110 5.372 -1.105
O -3.573 -0.046 4.246 -1.140
C 0.862 1.032 -0.934 -0.644
C 1.624 0.167 -1.938 0.069
C 1.503 0.520 -3.396 -0.092
O 2.740 0.243 -3.906 -0.493
C 3.643 0.120 -2.837 0.969
O 4.814 -0.114 -2.836 -0.560
O 2.992 0.309 -1.692 -0.479
H 1.274 1.034 0.075 0.245
H -0.133 0.632 -0.740 0.221
H 0.799 2.099 -1.146 0.221
H 1.375 -0.872 -1.721 0.164
H 1.253 1.581 -3.378 0.182
H 0.718 -0.126 -3.788 0.197
```

***

Entry 2:
Density functional theory data (the ωB97M-V functional and the def2-TZVPD basis) for C4H6OS as an isolated structure.

Highest occupied orbital energy   -8.76 eV
ΔE to the lowest compared entry with this formula, charge and spin   261.8 kJ/mol
Orbital gap   8.54 eV
E_tot   -629.34746 hartree

```
12
Properties=species:S:1:pos:R:3:nbo_charge:R:1
C -0.776 -0.088 -0.428 -0.255
C 0.323 0.135 0.555 -0.338
C 1.516 1.044 0.080 -0.057
C 1.400 -0.962 0.298 -0.055
H -0.551 -0.388 -1.418 0.202
H -0.091 0.247 1.561 0.227
H 1.227 1.778 -0.666 0.193
H 2.141 1.477 0.944 0.189
H 1.189 -2.045 -0.068 0.189
H 2.098 -1.170 1.151 0.170
O 2.022 -0.124 -0.605 -0.531
S -2.310 0.020 0.019 0.067
```

***

Entry 3:
Density functional theory data (the ωB97M-V functional and the def2-TZVPD basis) for C4H6OS as an isolated structure.

Highest occupied orbital energy   -9.33 eV
ΔE to the lowest compared entry with this formula, charge and spin   363.3 kJ/mol
Orbital gap   9.94 eV
E_tot   -629.30881 hartree

```
12
Properties=species:S:1:pos:R:3:nbo_charge:R:1
C 1.082 -0.995 -1.023 -0.724
C 0.249 0.330 -0.880 -0.170
C -0.342 1.073 -1.851 -0.389
C -0.762 -0.395 1.321 0.199
H 0.079 -1.631 -0.728 0.300
H 1.848 -1.021 0.096 0.213
H 1.801 -1.281 -1.964 0.251
H -0.687 2.050 -1.689 0.214
H -0.427 0.581 -2.851 0.215
H -1.413 -0.221 2.374 0.159
O -1.068 -1.468 0.800 -0.556
S 0.374 0.824 0.810 0.288
```

***

Entry 4:
Density functional theory data (the ωB97M-V functional and the def2-TZVPD basis) for one molecule with the formula C4H6OS.

Highest occupied orbital energy   -8.25 eV
ΔE to the lowest compared entry with this formula, charge and spin   255.2 kJ/mol
Orbital gap   8.82 eV
E_tot   -629.34997 hartree

```
12
Properties=species:S:1:pos:R:3:nbo_charge:R:1
C 1.149 0.734 0.297 0.247
C 1.248 -0.478 -0.254 -0.263
C -0.080 1.555 0.673 -0.659
C 0.318 -1.558 -0.705 -0.638
O 2.476 1.082 0.442 -0.606
S 2.986 -0.348 -0.220 0.559
H 0.293 2.499 1.140 0.238
H -0.667 1.775 -0.304 0.225
H -0.773 1.139 1.309 0.224
H 0.526 -2.371 -0.107 0.224
H -0.650 -1.186 -0.420 0.224
H 0.523 -1.593 -1.728 0.227
```

***

Entry 5:
Density functional theory data (the ωB97M-V functional and the def2-TZVPD basis) for a 2-piece molecular cluster, C4H6OS overall.

Highest occupied orbital energy   -8.16 eV
ΔE to the lowest compared entry with this formula, charge and spin   426.6 kJ/mol
Orbital gap   8.35 eV
E_tot   -629.28467 hartree

```
12
Properties=species:S:1:pos:R:3:nbo_charge:R:1
C -2.903 0.555 -0.057 0.700
C 0.686 0.190 0.472 -0.213
C -1.905 1.259 -0.391 -0.780
C 0.395 -1.203 -0.017 -0.756
O -3.844 -0.112 -0.016 -0.463
S 2.299 0.635 0.388 0.145
H -1.581 1.348 -1.404 0.265
H 2.176 1.971 0.782 0.126
H -1.364 1.746 0.402 0.280
H 0.279 -1.743 0.957 0.259
H 1.189 -1.627 -0.659 0.194
H -0.558 -1.188 -0.455 0.242
```

***

Entry 6:
Density functional theory data (the ωB97M-V functional and the def2-TZVPD basis) for a 2-piece molecular cluster, C4H6OS overall.

Highest occupied orbital energy   -9.11 eV
ΔE to the lowest compared entry with this formula, charge and spin   184.1 kJ/mol
Orbital gap   10.00 eV
E_tot   -629.37706 hartree
Structure (SMILES)   c1ccoc1.S

```
12
Properties=species:S:1:pos:R:3:nbo_charge:R:1
C 1.221 -0.958 0.247 -0.291
C 0.038 -1.143 -0.611 -0.325
C -0.984 -1.207 0.271 0.090
O -0.610 -0.881 1.524 -0.421
C 0.748 -0.612 1.440 0.071
H 2.290 -0.865 0.075 0.237
H 0.056 -1.434 -1.607 0.235
H -2.082 -1.132 0.262 0.215
H 1.173 -0.513 2.372 0.198
S -0.590 1.784 -1.090 -0.295
H -1.055 2.957 -0.472 0.145
H -0.873 1.038 -0.018 0.142
```

***

Entry 7:
Density functional theory data (the ωB97M-V functional and the def2-TZVPD basis) for a 2-piece molecular cluster, C4H6OS overall.

Highest occupied orbital energy   -8.53 eV
ΔE to the lowest compared entry with this formula, charge and spin   413.5 kJ/mol
Orbital gap   7.73 eV
E_tot   -629.28969 hartree

```
12
Properties=species:S:1:pos:R:3:nbo_charge:R:1
C -2.921 0.263 -0.285 -0.084
C 0.406 0.506 0.318 -0.462
C 0.887 -0.892 0.505 -0.423
C -0.294 -0.624 -0.413 0.081
O -1.482 -1.075 -0.018 -0.594
S -4.349 -0.150 0.138 0.262
H -2.377 1.076 -0.711 0.204
H -0.129 0.965 1.136 0.214
H 1.005 1.186 -0.266 0.211
H 1.813 -1.206 0.053 0.212
H 0.649 -1.384 1.436 0.224
H -0.095 -0.689 -1.487 0.155
```

***

Entry 8:
Density functional theory data (the ωB97M-V functional and the def2-TZVPD basis) for C4H6OS3 as an isolated structure.

Highest occupied orbital energy   -8.85 eV
ΔE to the lowest compared entry with this formula, charge and spin   459.8 kJ/mol
Orbital gap   8.26 eV
E_tot   -1425.62885 hartree

```
14
Properties=species:S:1:pos:R:3:nbo_charge:R:1
C -0.841 0.137 0.550 -0.429
C -1.194 -1.245 -0.266 -0.105
C 0.286 0.154 -0.458 -0.056
C 1.678 0.635 -0.048 -0.275
H -1.257 2.407 0.440 0.155
H -0.708 -0.154 1.659 0.254
H -1.780 -2.207 0.367 0.218
H -2.059 -1.071 -1.152 0.220
H -0.086 1.006 -1.129 0.266
H 2.714 -1.702 0.476 0.174
O 0.397 -1.298 -0.539 -0.524
S -2.068 1.279 0.119 -0.005
S 3.129 -0.246 0.244 0.158
S 1.790 2.306 -0.264 -0.053
```

***

Entry 9:
Density functional theory data (the ωB97M-V functional and the def2-TZVPD basis) for C4H6OSc as an isolated structure.

Highest occupied orbital energy (spin up / spin down)   -6.75 / -6.77 eV
ΔE to the lowest compared entry with this formula, charge and spin   100.8 kJ/mol
Multiplicity   2
⟨S²⟩   0.754
Orbital gap (spin up / spin down)   6.02 / 5.47 eV
E_tot   -991.78362 hartree

```
12
Properties=species:S:1:pos:R:3:lowdin_spin:R:1
O 0.929 -1.100 -0.382 0.050
C -0.263 -1.650 -0.460 0.004
C -1.337 -1.346 0.368 -0.001
H -0.489 -2.163 -1.413 0.000
H -1.129 -1.418 1.444 0.000
H -2.349 -1.542 0.002 0.000
Sc 1.577 0.682 0.364 0.936
C -0.741 1.145 1.031 0.005
C -1.063 1.440 2.303 0.005
H -1.283 1.744 0.277 0.001
H -0.658 0.866 3.146 0.002
H -1.673 2.311 2.582 -0.001
```